Entry 1:
Density functional theory data (the ωB97M-V functional and the def2-TZVPD basis) for a structure of composition C28H36Cl2F3FeN8O3S.

The value obtained for the HOMO-LUMO gap (alpha / beta) is 6.196 / 5.343 eV. Its spin multiplicity is 6. Its molar mass is 748.46 g mol⁻¹. The net charge is +2. The energy above the lowest of the compared OMol25 structures with the same formula, charge and spin is 22.5 kcal per mole. As for the expectation value of S²: 8.7783.

XYZ file:
```
82
Properties=species:S:1:pos:R:3:forces:R:3:lowdin_charge:R:1
Fe 0.7847 -0.0190 0.0251 -0.7 1.1 0.1 0.40
C -1.6757 2.9069 0.0260 0.0 0.0 0.0 -0.03
N -1.8551 2.0716 -1.1589 -0.1 0.0 -0.1 -0.08
C -2.7003 2.6973 -2.1746 0.0 0.0 0.1 0.01
C -1.5248 0.7928 -1.1612 0.2 -0.1 0.2 -0.36
N -1.1695 0.1652 0.0045 -0.3 -0.2 -0.5 -0.02
C -2.1743 0.1159 0.9818 -0.4 0.1 0.3 -0.21
C -3.4887 0.1745 0.5482 0.2 0.0 0.0 -0.01
C -4.5869 0.1085 1.4082 -0.2 0.0 -0.1 -0.04
C -4.3858 -0.0893 2.7348 -0.1 0.0 0.1 -0.02
C -3.0741 -0.2160 3.2368 0.1 0.1 -0.1 -0.14
C -2.9360 -0.5397 4.6019 0.2 0.0 0.1 0.00
C -1.7074 -0.7591 5.1506 -0.3 -0.1 0.2 -0.05
C -0.5760 -0.5757 4.3645 0.2 0.2 -0.6 -0.04
C -0.6490 -0.1864 3.0346 -0.4 0.6 0.5 -0.17
N 0.5606 -0.0412 2.3221 0.8 -1.6 0.2 0.03
C 1.7785 -0.0994 2.6750 -0.4 0.6 -1.1 -0.26
N 4.1161 0.0249 0.5462 -1.2 0.6 -0.9 -0.19
C 6.5363 -0.0871 1.0687 0.0 0.1 0.0 -0.06
C 3.0569 -2.4734 -0.3882 0.3 0.5 0.5 -0.20
N 2.4860 0.5711 3.8276 -0.6 0.4 0.2 -0.15
C 1.7420 1.6995 4.4870 0.0 0.1 0.0 0.04
C 3.0885 -0.3804 4.8048 0.2 -0.1 0.1 0.03
C -1.9276 -0.0675 2.3866 0.0 0.0 0.0 -0.02
N -1.4586 0.0495 -2.3093 -0.1 0.0 -0.1 0.03
C -1.0993 -2.3506 -2.0278 0.0 0.0 0.0 -0.02
C 0.0566 1.5997 -3.5605 0.0 0.0 0.0 -0.03
H -2.6165 2.9691 0.5770 0.0 0.0 0.0 0.11
H -1.3861 3.9021 -0.3069 0.0 0.0 0.0 0.11
H -0.8946 2.5034 0.6582 0.0 0.0 0.0 0.04
H -3.6194 3.0240 -1.6843 0.0 0.0 0.0 0.11
H -2.9407 1.9978 -2.9636 0.0 0.0 0.0 0.07
H -2.2034 3.5701 -2.5965 0.0 0.0 0.0 0.11
H -3.6877 0.2436 -0.5141 0.0 0.0 0.0 0.11
H -5.5876 0.1792 1.0031 0.0 0.0 0.0 0.12
H -5.2178 -0.1870 3.4190 0.0 0.0 0.0 0.13
H -3.8349 -0.6612 5.1910 0.0 0.0 0.0 0.13
H -1.6039 -1.0791 6.1784 0.0 0.0 0.0 0.12
H 0.3891 -0.7975 4.7940 0.1 0.0 0.0 0.09
H 6.9833 0.6219 1.7695 0.0 0.0 0.0 0.08
H 7.2770 -0.2390 0.2809 0.0 0.0 0.0 0.09
H 6.3550 -1.0378 1.5686 0.0 0.0 0.0 0.07
H 1.6355 -2.0269 1.3375 0.1 0.1 -0.2 0.05
H 3.3272 -1.8294 1.8431 1.0 -0.7 0.9 0.02
H 2.4148 -3.3500 -0.3946 -0.1 0.0 -0.2 0.12
H 1.3713 2.3546 3.7021 0.0 0.0 0.0 0.12
H 2.4323 2.2376 5.1330 0.0 0.0 0.0 0.12
H 0.9174 1.3035 5.0667 0.0 0.0 0.0 0.09
H 3.5297 -1.2201 4.2725 0.0 0.0 0.0 0.10
H 2.3203 -0.7345 5.4837 0.0 0.0 0.0 0.10
H 3.8608 0.1347 5.3713 0.0 0.0 0.0 0.12
H -1.6994 -3.2480 -1.8840 0.0 0.0 0.0 0.11
H -0.4767 -2.2090 -1.1441 0.0 0.0 0.0 0.05
H -0.4632 -2.5004 -2.9053 0.0 0.0 0.0 0.09
H -0.4349 2.5626 -3.4301 0.0 0.0 0.0 0.08
H 0.6075 1.6436 -4.4999 0.0 0.0 0.0 0.10
H 0.7691 1.4636 -2.7482 0.0 0.0 0.0 0.02
Cl 1.6168 2.0068 -0.2009 0.2 0.2 0.0 0.13
C 5.2798 0.4922 0.4845 0.6 -0.5 0.5 -0.29
Cl 2.6934 -1.1694 0.9773 0.5 -1.3 -0.3 0.87
H 3.2513 1.0249 3.3181 0.1 -0.1 0.0 0.17
H 5.3945 1.4498 -0.0454 0.0 -0.1 -0.1 0.12
N -6.3114 -1.4157 -4.1969 0.0 0.0 0.0 0.18
C -5.2185 -1.1338 -3.9828 0.0 0.0 0.0 -0.20
C -3.8509 -0.7680 -3.7207 0.0 0.0 0.0 -0.19
C -3.2724 0.2288 -4.6279 0.0 0.0 0.0 -0.04
C -2.0383 0.7302 -4.6301 0.0 0.0 -0.1 -0.05
C -0.9416 0.4517 -3.6435 0.0 0.0 0.0 -0.28
N -1.9996 -1.2282 -2.1858 0.1 0.1 0.1 -0.12
C -3.2422 -1.4661 -2.7408 0.0 0.0 0.0 -0.02
H -3.9484 0.5628 -5.4053 0.0 0.0 0.0 0.13
H -1.7848 1.4406 -5.4093 0.0 0.0 0.0 0.13
H -0.3921 -0.4392 -3.9710 0.0 0.0 0.0 0.14
H -3.7502 -2.3211 -2.3076 0.0 0.0 0.0 0.14
F 2.2192 -1.5181 -4.9218 0.0 0.0 0.0 0.19
C 2.9160 -2.1384 -3.9906 0.0 -0.1 0.0 -0.67
F 2.2978 -3.2497 -3.6172 0.0 0.0 0.0 0.18
F 4.1343 -2.3943 -4.3965 0.0 0.0 0.0 0.21
S 2.9928 -1.0067 -2.5208 -0.2 0.1 0.1 0.76
O 1.6325 -0.8597 -2.0611 0.1 0.1 0.2 -0.32
O 3.8696 0.0599 -2.7812 -0.1 0.0 0.0 -0.15
O 3.7115 -2.0235 -1.4550 0.1 -0.1 -0.1 -0.20
```
Positions in Å, forces in eV/Å.

=====

Entry 2:
Density functional theory data (the ωB97M-V functional and the def2-TZVPD basis) for a structure of composition C20H33AsN6OS2SiV.

The value obtained for the HOMO-LUMO gap (alpha / beta) is 8.072 / 8.153 eV. Its spin multiplicity is 3. Its molar mass is 591.61 g mol⁻¹. The net charge is +1. The energy above the lowest of the compared OMol25 structures with the same formula, charge and spin is 89.9 kcal per mole. As for the expectation value of S²: 2.1098.

XYZ file:
```
65
Properties=species:S:1:pos:R:3:forces:R:3:nbo_charge:R:1
V -0.4806 -0.0058 -0.7237 0.0 -0.1 0.0 0.93
C 0.5679 -3.6566 -4.3560 0.0 0.0 0.0 -0.95
As 0.1074 -3.0604 -2.5920 0.0 0.0 0.0 1.49
C -1.0499 -4.3859 -1.8272 0.0 0.0 0.0 -0.96
C 1.7261 -3.0223 -1.5617 0.0 0.0 0.0 -0.97
S -0.8895 -1.1777 -2.7980 0.0 0.0 0.0 -0.58
H 1.0274 -4.6423 -4.3072 0.0 0.0 0.0 0.25
H 1.2643 -2.9391 -4.7851 0.0 0.0 0.0 0.26
H -0.3358 -3.6913 -4.9604 0.0 0.0 0.0 0.26
H -0.5336 -5.3454 -1.8309 0.0 0.0 0.0 0.25
H -1.9544 -4.4418 -2.4289 0.0 0.0 0.0 0.26
H -1.3049 -4.1022 -0.8087 0.0 0.0 0.0 0.26
H 2.1859 -4.0093 -1.6060 0.0 0.0 0.0 0.26
H 1.4913 -2.7690 -0.5296 0.0 0.0 0.0 0.26
H 2.3975 -2.2759 -1.9838 0.0 0.0 0.0 0.27
S -0.9978 -1.7166 0.8556 0.0 0.0 0.0 -0.28
C -1.0660 -1.0837 2.4787 0.1 -0.1 0.0 0.40
N -0.2805 -0.1244 2.9190 0.0 0.0 0.0 -0.56
C -0.3018 0.3559 4.3034 0.0 0.0 0.0 -0.22
C -1.6878 0.1679 4.8941 0.0 0.0 0.0 -0.43
C -2.1276 -1.2724 4.7051 0.0 0.0 0.0 -0.22
N -1.9277 -1.6646 3.3072 0.0 0.0 0.0 -0.56
H 0.3080 0.3890 2.2716 0.0 0.0 0.0 0.45
H 0.0012 1.3996 4.2799 0.0 0.0 0.0 0.25
H 0.4418 -0.2008 4.8782 0.0 0.0 0.0 0.21
H -2.3912 0.8414 4.4034 0.0 0.0 0.0 0.23
H -1.6760 0.4120 5.9548 0.0 0.0 0.0 0.24
H -3.1843 -1.3957 4.9348 0.0 0.0 0.0 0.23
H -1.5587 -1.9431 5.3524 0.0 0.0 0.0 0.21
H -2.4973 -2.3957 2.9147 0.0 0.0 0.0 0.43
N 0.7277 3.7715 -2.4573 0.0 0.0 0.0 -0.76
C 0.8800 3.0032 -1.3813 0.0 0.0 0.0 0.66
O 0.8555 1.6968 -1.7152 0.0 0.1 -0.1 -0.40
C 1.0350 3.5171 -0.1091 0.0 0.1 0.0 -0.50
C 1.1295 2.7842 1.1008 0.0 0.0 0.0 0.39
N 1.1978 2.2836 2.1367 0.0 0.0 0.0 -0.43
C 1.0201 4.9398 -0.0166 0.0 0.0 0.0 0.28
N 0.9817 6.0900 -0.0477 0.0 0.0 0.0 -0.30
H 0.6466 3.3439 -3.3629 0.0 0.0 0.0 0.42
H 0.6727 4.7736 -2.3693 0.0 0.0 0.0 0.44
C -2.4649 3.1452 -1.1967 0.0 0.0 0.0 -1.10
Si -2.4516 1.5124 -0.2557 0.0 0.1 0.0 1.06
C -2.7226 1.8758 1.5736 0.0 0.0 0.0 -1.10
C -3.9053 0.4742 -0.8607 0.0 0.0 0.0 -1.09
N 1.2438 0.8029 -0.6420 0.0 0.0 0.0 -0.51
C 2.5592 0.3332 -0.8270 0.0 0.0 0.0 0.17
C 3.2189 0.3456 -2.0549 0.0 0.0 0.0 -0.30
C 4.4851 -0.2118 -2.1542 0.0 0.0 0.0 -0.18
C 5.0917 -0.7953 -1.0490 0.0 0.0 0.0 -0.23
C 4.4325 -0.7924 0.1722 0.0 0.0 0.0 -0.18
C 3.1774 -0.2152 0.2933 0.0 -0.1 0.0 -0.26
H -3.4681 3.5778 -1.1435 0.0 0.0 0.0 0.25
H -2.2219 3.0159 -2.2534 0.0 0.0 0.0 0.23
H -1.7742 3.8737 -0.7687 0.0 0.0 0.0 0.24
H -3.5504 2.5807 1.6919 0.0 0.0 0.0 0.25
H -1.8417 2.3042 2.0561 0.0 0.0 0.0 0.24
H -2.9978 0.9587 2.1005 0.0 0.0 0.0 0.22
H -4.8433 0.9987 -0.6552 0.0 0.0 0.0 0.24
H -3.9388 -0.4949 -0.3586 0.0 0.0 0.0 0.24
H -3.8555 0.2911 -1.9358 0.0 0.0 0.0 0.24
H 2.7456 0.7837 -2.9225 0.0 0.0 0.0 0.23
H 5.0003 -0.1907 -3.1058 0.0 0.0 0.0 0.22
H 6.0790 -1.2284 -1.1336 0.0 0.0 0.0 0.23
H 4.9080 -1.2184 1.0461 0.0 0.0 0.0 0.23
H 2.6750 -0.1743 1.2520 0.0 0.0 0.0 0.22
```
Positions in Å, forces in eV/Å.

=====

Entry 3:
Density functional theory data (the ωB97M-V functional and the def2-TZVPD basis) for a cluster of 6 separate species, H12O6 in total.

The value obtained for the HOMO-LUMO gap is 9.836 eV. Its molar mass is 108.09 g mol⁻¹. The SMILES is O.O.O.O.O.O. The energy above the lowest of the compared OMol25 structures with the same formula, charge and spin is 52.6 kcal per mole.

XYZ file:
```
18
Properties=species:S:1:pos:R:3:forces:R:3:nbo_charge:R:1
O -0.3334 1.2916 0.1399 0.0 -0.2 -1.0 -0.93
H -0.8112 0.4591 0.0525 0.0 0.0 0.1 0.47
H 0.5569 1.0842 -0.1655 -0.1 0.1 0.2 0.46
O 0.8723 -0.0513 2.3110 0.2 -0.4 0.0 -0.92
H 1.4844 -0.5338 1.7440 0.1 0.0 0.2 0.45
H 0.6134 -0.6963 2.9788 0.0 0.1 0.0 0.47
O 3.9571 -2.3778 -1.7940 -0.2 -0.1 0.1 -0.93
H 3.6812 -3.2776 -1.5861 0.1 0.0 0.0 0.47
H 3.1307 -1.9135 -1.9685 0.1 0.0 0.0 0.46
O -1.0705 2.2922 2.4801 -0.4 0.4 0.5 -0.93
H -0.8315 3.2033 2.2754 0.0 -0.2 0.0 0.46
H -1.7166 2.0615 1.8031 0.3 0.0 0.0 0.47
O -1.2535 -3.0834 0.1103 0.2 0.0 -0.1 -0.93
H -1.1489 -3.9308 -0.3367 -0.1 0.0 0.1 0.47
H -0.4288 -2.6189 -0.0716 -0.1 0.0 0.1 0.46
O -2.4650 2.6276 -2.3446 0.1 0.0 -0.2 -0.93
H -2.5160 3.3611 -2.9678 -0.1 0.0 0.1 0.47
H -1.7207 2.1029 -2.6605 0.0 0.0 0.2 0.47
```
Positions in Å, forces in eV/Å.

=====

Entry 4:
Density functional theory data (the ωB97M-V functional and the def2-TZVPD basis) for an isolated molecule of C17H19N5O3S2.

The value obtained for the HOMO-LUMO gap is 8.703 eV. Its molar mass is 405.50 g mol⁻¹. The SMILES is CCOC(=O)Cc1csc(NC(=O)CSc2nc3cccnc3n2CC)n1. The energy above the lowest of the compared OMol25 structures with the same formula, charge and spin is 0.0 kcal per mole.

XYZ file:
```
46
Properties=species:S:1:pos:R:3:forces:R:3:nbo_charge:R:1
C -4.6262 -2.4802 -0.6169 0.0 0.4 -0.1 -0.65
C -4.8379 -1.4341 -1.7016 -0.3 -0.5 -0.1 -0.07
O -4.4842 -0.1311 -1.2315 0.2 0.1 -0.2 -0.50
C -5.3358 0.4736 -0.4133 -0.1 0.5 0.2 0.82
O -6.4408 0.0803 -0.1513 -0.1 -0.1 0.0 -0.60
C -4.7510 1.7705 0.1366 0.0 -0.3 0.0 -0.53
C -3.2605 1.7409 0.1441 0.4 0.9 -0.4 0.15
C -2.4348 2.6734 -0.3999 0.0 -0.1 0.1 -0.45
S -0.7786 2.2365 -0.1846 -0.4 -0.5 0.2 0.33
C -1.3543 0.7800 0.6446 0.1 0.9 -0.5 0.28
N -0.4293 -0.1091 1.1123 0.3 0.1 0.2 -0.68
C -0.6623 -1.4311 1.3590 0.2 0.0 0.1 0.67
O -1.7066 -2.0080 1.2007 -0.1 -0.3 0.0 -0.56
C 0.5917 -2.1319 1.8787 0.2 0.0 -0.2 -0.61
S 1.7755 -2.5419 0.5516 -0.1 -0.3 0.0 0.30
C 2.6232 -1.0367 0.3677 -0.2 0.2 0.3 0.26
N 2.2444 0.1092 0.8860 0.1 -0.2 0.1 -0.55
C 3.1894 1.0194 0.4860 0.7 -0.1 -0.4 0.07
C 3.3315 2.3825 0.6969 0.1 -0.2 -0.1 -0.16
C 4.4420 2.9704 0.1148 -0.1 0.1 0.0 -0.27
C 5.3430 2.2084 -0.6295 0.1 0.2 0.0 0.03
N 5.2255 0.9082 -0.8494 -0.1 -0.7 -0.1 -0.43
C 4.1628 0.3538 -0.2965 -0.1 1.1 0.3 0.31
N 3.7789 -0.9615 -0.3476 -0.3 0.0 0.3 -0.36
C 4.4379 -2.0163 -1.0736 0.1 -0.3 -0.4 -0.22
C 3.7940 -2.2373 -2.4381 0.1 0.0 0.2 -0.61
N -2.6253 0.6927 0.7351 -0.2 -0.7 0.5 -0.45
H -5.3615 -2.3483 0.1725 -0.1 0.0 0.1 0.22
H -3.6336 -2.3763 -0.1845 0.1 0.0 0.0 0.25
H -4.7361 -3.4746 -1.0402 0.0 -0.1 0.0 0.21
H -5.8825 -1.4230 -2.0318 0.2 0.0 0.0 0.19
H -4.1797 -1.6077 -2.5555 -0.1 0.1 0.1 0.19
H -5.1116 2.6027 -0.4706 -0.1 0.0 0.0 0.24
H -5.1388 1.8899 1.1508 0.0 0.0 -0.1 0.25
H -2.6910 3.5813 -0.9064 -0.1 0.2 -0.1 0.24
H 0.5656 0.1966 1.1204 -0.4 -0.2 0.1 0.45
H 1.1198 -1.5236 2.6110 0.0 0.0 0.1 0.25
H 0.3078 -3.0940 2.3039 0.0 0.1 0.0 0.26
H 2.6159 2.9453 1.2752 -0.1 0.1 0.1 0.23
H 4.6190 4.0277 0.2332 0.0 0.1 0.0 0.22
H 6.2111 2.6690 -1.0794 0.0 0.2 0.0 0.20
H 5.4799 -1.7109 -1.1903 -0.1 -0.1 0.1 0.24
H 4.3833 -2.9315 -0.4765 0.1 0.1 0.0 0.21
H 4.3210 -3.0249 -2.9683 0.0 -0.1 -0.1 0.22
H 3.8432 -1.3247 -3.0271 0.0 0.1 -0.1 0.22
H 2.7529 -2.5302 -2.3239 -0.1 0.0 -0.1 0.21
```
Positions in Å, forces in eV/Å.

=====

Entry 5:
Density functional theory data (the ωB97M-V functional and the def2-TZVPD basis) for a cluster of 2 separate species, CH3ClIN in total.

The value obtained for the HOMO-LUMO gap is 10.138 eV. Its molar mass is 191.40 g mol⁻¹. The SMILES is C=NCl.I. The energy above the lowest of the compared OMol25 structures with the same formula, charge and spin is 33.8 kcal per mole.

XYZ file:
```
7
Properties=species:S:1:pos:R:3:forces:R:3:nbo_charge:R:1
C -0.5202 0.3367 1.3381 1.1 -0.6 -2.2 -0.07
N -0.3646 -0.1809 0.1953 -0.8 0.3 -0.3 -0.36
Cl -1.7132 -1.1751 -0.2779 0.3 -0.3 0.1 0.06
H -1.2155 0.0601 2.0323 -2.1 -0.5 1.7 0.17
H 0.1785 1.0790 1.5351 1.4 1.2 0.8 0.19
I 1.9948 -0.8913 -2.4208 -0.3 1.5 -0.1 -0.11
H 1.6402 0.7715 -2.4020 0.3 -1.6 0.0 0.11
```
Positions in Å, forces in eV/Å.

=====

Entry 6:
Density functional theory data (the ωB97M-V functional and the def2-TZVPD basis) for an isolated molecule of C5H6O2.

The value obtained for the HOMO-LUMO gap is 11.135 eV. Its molar mass is 98.10 g mol⁻¹. The SMILES is C[C@@H]1C=CC(=O)O1. The energy above the lowest of the compared OMol25 structures with the same formula, charge and spin is 21.3 kcal per mole.

XYZ file:
```
13
Properties=species:S:1:pos:R:3:forces:R:3:nbo_charge:R:1
C 0.9224 0.3651 -1.5972 -0.2 -0.1 -0.1 -0.62
C 0.2907 0.2760 -0.2360 0.5 0.0 0.0 0.04
C 0.0237 -1.0707 0.4142 0.0 0.1 0.1 -0.15
C -0.9838 -0.8966 1.2670 0.2 -0.1 0.0 -0.31
C -1.2814 0.5658 1.1940 -0.1 0.2 0.5 0.76
O -1.4522 1.3402 2.0926 -0.6 -0.4 -0.5 -0.53
O -0.9829 0.9442 -0.1017 0.5 0.4 0.4 -0.51
H 1.1235 1.4110 -1.8529 -0.1 -0.2 0.0 0.23
H 1.8841 -0.1693 -1.5965 -0.3 0.1 0.0 0.22
H 0.2613 -0.0756 -2.3374 0.0 0.0 -0.3 0.22
H 0.9298 0.8227 0.4665 0.4 -0.1 0.0 0.19
H 0.6606 -1.9400 0.2845 -0.2 0.1 0.0 0.22
H -1.3958 -1.5729 2.0030 0.1 0.1 -0.1 0.24
```
Positions in Å, forces in eV/Å.

=====

Entry 7:
Density functional theory data (the ωB97M-V functional and the def2-TZVPD basis) for a structure of composition C6H9NO.

The value obtained for the HOMO-LUMO gap is 8.599 eV. Its molar mass is 111.14 g mol⁻¹. The energy above the lowest of the compared OMol25 structures with the same formula, charge and spin is 185.4 kcal per mole.

XYZ file:
```
17
Properties=species:S:1:pos:R:3:forces:R:3:nbo_charge:R:1
C -0.5907 -1.8602 1.9151 1.9 3.0 -0.6 -0.52
C -0.6027 -0.2989 -0.0757 0.4 2.1 -6.5 0.05
C 0.5407 0.5579 -0.3745 -1.3 -4.6 2.2 -0.17
C 0.6462 1.6034 -1.4183 -0.2 -1.9 1.5 -0.22
C -0.2824 2.4886 -1.3010 -2.3 4.1 -3.5 -0.37
C 1.6574 -0.2399 0.0195 5.8 0.0 -4.0 0.34
H 0.7081 -2.2590 1.9514 -4.9 0.7 0.6 0.27
H -1.6169 -2.2528 2.3554 2.9 -0.2 -0.7 0.24
H -0.5543 -0.5236 2.5388 0.0 -4.1 -2.2 0.19
H -1.8359 -1.5655 0.3280 -2.0 -0.8 -0.4 0.35
H -1.3604 -0.0314 -0.9392 0.7 -0.2 2.1 0.19
H 1.3140 1.5723 -2.2878 -0.1 -0.4 0.8 0.26
H -1.0691 2.7226 -0.6154 0.1 -0.8 1.1 0.21
H -0.4635 3.1633 -2.1959 0.6 -0.5 1.0 0.18
H 1.6039 -1.1872 0.5080 -0.8 -0.3 1.3 0.14
N -0.8737 -1.7204 0.2100 2.4 3.2 5.1 -0.57
O 2.7791 -0.1694 -0.6183 -3.2 0.5 2.2 -0.57
```
Positions in Å, forces in eV/Å.